# 1
{"formula": "C38H74F12N2O30P2S8Zn", "method": "ωB97M-V/def2-TZVPD", "gap_ev": 9.754, "spin_multiplicity": 1, "fmax_ev_per_a": 7.88, "symbols": ["Zn", "C", "F", "F", "F", "S", "O", "O", "N", "S", "O", "O", "C", "F", "F", "F", "C", "F", "F", "F", "S", "O", "O", "N", "S", "O", "O", "C", "F", "F", "F", "C", "C", "C", "S", "O", "O", "C", "H", "H", "H", "H", "H", "H", "H", "H", "C", "C", "C", "S", "O", "O", "C", "H", "H", "H", "H", "H", "H", "H", "H", "C", "C", "C", "S", "O", "O", "C", "H", "H", "H", "H", "H", "H", "H", "H", "C", "C", "C", "S", "O", "O", "C", "H", "H", "H", "H", "H", "H", "H", "H", "C", "O", "C", "O", "O", "C", "H", "H", "H", "H", "H", "H", "C", "O", "C", "O", "O", "C", "H", "H", "H", "H", "H", "H", "C", "C", "O", "P", "O", "O", "C", "C", "O", "C", "C", "H", "H", "H", "H", "H", "H", "H", "H", "H", "H", "H", "H", "H", "H", "H", "C", "C", "O", "P", "O", "O", "C", "C", "O", "C", "C", "H", "H", "H", "H", "H", "H", "H", "H", "H", "H", "H", "H", "H", "H", "H"], "positions_angstrom": [[-1.7076, -2.3729, -1.7722], [1.8493, -0.3695, -2.3024], [2.4117, 0.7030, -2.6858], [1.3838, -1.1945, -3.3918], [2.7576, -1.0477, -1.5528], [0.2787, 0.1380, -1.2580], [0.7345, 1.0107, -0.1280], [-0.5751, 0.8150, -2.2018], [-0.4055, -1.4060, -0.7535], [0.1303, -1.7098, 0.7586], [-0.3878, -2.9681, 1.2247], [1.5424, -1.5714, 1.0711], [-0.8885, -0.3171, 1.8734], [-1.4570, -0.9655, 2.9286], [-0.1092, 0.6730, 2.3220], [-1.8737, 0.2229, 1.1013], [-5.0601, -4.3026, -3.2633], [-4.7074, -3.3868, -4.1421], [-5.8491, -3.6650, -2.3198], [-5.7827, -5.3073, -3.8823], [-3.4796, -5.0021, -2.4899], [-3.7606, -6.3711, -2.0841], [-2.4768, -4.8500, -3.6018], [-3.0706, -3.7260, -1.2394], [-3.9544, -4.2515, -0.0364], [-5.2764, -4.9003, -0.2435], [-3.0377, -5.0042, 0.8659], [-4.3438, -2.5540, 0.8946], [-5.3530, -1.8446, 0.2593], [-4.5418, -2.8419, 2.1764], [-3.2296, -1.9196, 0.7807], [-3.9702, 2.4199, -1.2982], [-4.2382, 2.5618, -2.8255], [-3.7776, 1.2660, -3.6100], [-4.2928, -0.1651, -2.4983], [-3.1586, -1.0278, -2.1447], [-5.6204, -0.7297, -2.8681], [-4.5608, 0.9771, -0.9651], [-4.3930, 3.1882, -0.6509], [-2.9034, 2.4840, -1.0840], [-3.9240, 3.5619, -3.1241], [-5.3151, 2.4896, -2.9776], [-2.6878, 1.2739, -3.6303], [-4.1776, 1.1306, -4.6149], [-3.9889, 0.5147, -0.1606], [-5.6344, 0.9540, -0.7783], [1.6490, -5.9141, -0.5251], [1.1416, -7.0095, -1.4252], [0.6129, -6.2289, -2.7299], [1.0479, -4.5078, -2.6050], [-0.1094, -3.7543, -2.1891], [1.6689, -4.1303, -3.8410], [2.2746, -4.8062, -1.3132], [2.3697, -6.3279, 0.1803], [0.8466, -5.6363, 0.1584], [0.3946, -7.6076, -0.9033], [1.9567, -7.6774, -1.7040], [-0.4194, -6.3286, -3.0651], [1.4089, -6.5609, -3.3965], [2.6342, -3.8650, -0.8973], [3.1292, -5.2370, -1.8349], [1.9788, -1.3111, 6.0285], [0.5828, -1.7407, 5.5927], [0.6625, -3.2645, 5.2177], [1.6997, -3.8905, 6.4662], [2.7259, -4.7395, 5.7885], [1.0148, -4.5494, 7.5385], [2.4379, -2.2940, 7.1199], [1.8311, -0.2881, 6.3746], [2.6269, -1.3907, 5.1558], [0.1281, -0.9991, 4.9359], [0.1059, -1.7009, 6.5720], [1.1396, -3.3978, 4.2468], [-0.2120, -3.8984, 5.3641], [3.4821, -2.5787, 7.2491], [1.9819, -2.2037, 8.1058], [0.2267, -2.0302, -6.8783], [-0.6775, -3.1627, -7.4083], [-1.4822, -3.4944, -6.1748], [-1.8497, -1.9467, -5.1493], [-1.4120, -2.0792, -3.7627], [-3.1811, -1.4239, -5.5428], [-0.6331, -0.9546, -6.0908], [0.6456, -1.4786, -7.7199], [1.0045, -2.4284, -6.2266], [-0.2387, -4.0366, -7.8896], [-1.4013, -2.8786, -8.1722], [-0.9713, -4.1270, -5.4490], [-2.4168, -3.9318, -6.5258], [-0.0536, -0.3646, -5.3807], [-1.1457, -0.3191, -6.8129], [-3.3773, 2.0042, 4.2571], [-4.3799, 2.1955, 3.2483], [-5.0995, 3.4025, 3.0557], [-5.3626, 4.2474, 3.8751], [-5.5220, 3.3695, 1.8229], [-6.1638, 4.4433, 1.2048], [-3.0834, 2.9433, 4.7261], [-2.5029, 1.6038, 3.7441], [-3.5962, 1.1996, 4.9591], [-5.5446, 5.3170, 1.0012], [-7.0624, 4.5346, 1.8150], [-6.5975, 4.2074, 0.2330], [0.6196, 4.3157, 5.5131], [1.7157, 3.8279, 4.7473], [1.8425, 2.5781, 4.5657], [0.9196, 1.7084, 4.7031], [2.9620, 2.4500, 4.0711], [3.3075, 1.1949, 3.4882], [0.5144, 5.3891, 5.3555], [0.7652, 4.2332, 6.5902], [-0.3478, 3.9028, 5.2270], [4.1227, 1.3256, 2.7766], [2.5079, 0.6177, 3.0239], [3.5103, 0.4558, 4.2632], [5.0535, -3.6340, -5.4720], [4.9529, -3.7245, -3.8610], [6.0801, -3.0332, -3.3855], [6.1058, -2.4968, -1.8182], [5.2987, -3.3514, -0.9575], [7.6710, -2.3470, -1.5380], [8.1473, -2.2482, -0.2060], [9.4784, -1.6080, -0.2356], [5.7557, -0.9028, -2.0594], [6.4106, -0.1712, -3.0191], [5.5640, 1.1155, -3.2665], [4.6995, -2.7038, -5.9165], [6.0061, -3.9930, -5.8616], [4.2833, -4.3674, -5.7109], [4.0349, -3.2188, -3.5613], [4.8845, -4.6966, -3.3727], [7.5121, -1.5604, 0.3523], [8.1492, -3.2296, 0.2684], [10.1588, -2.1847, -0.8622], [9.3488, -0.5717, -0.5479], [9.9932, -1.5596, 0.7239], [7.3125, 0.1971, -2.5302], [6.5099, -0.5698, -4.0287], [4.6216, 0.9369, -3.7841], [5.2248, 1.6425, -2.3747], [6.0130, 1.9025, -3.8724], [0.3481, 4.5935, 0.6848], [-0.6236, 4.3932, 1.9173], [-1.8069, 5.1640, 1.8372], [-1.6176, 6.6860, 2.2133], [-0.8525, 7.5512, 1.2625], [-3.1434, 7.1437, 2.3957], [-4.1273, 7.6181, 1.4275], [-3.6209, 9.0630, 1.1968], [-1.2218, 6.6879, 3.8677], [-1.3453, 7.9492, 4.5907], [-0.0610, 8.4449, 5.1609], [1.3622, 4.2421, 0.8749], [-0.0460, 4.1252, -0.2172], [0.4848, 5.6733, 0.6263], [-0.8637, 3.3551, 2.1472], [-0.0494, 4.8077, 2.7458], [-4.0448, 6.9848, 0.5442], [-5.0870, 7.6644, 1.9423], [-2.6105, 9.1777, 0.8042], [-4.3746, 9.6831, 0.7117], [-3.4810, 9.4699, 2.1982], [-1.8040, 8.7810, 4.0560], [-2.0990, 7.9458, 5.3781], [-0.1711, 9.2941, 5.8353], [0.3925, 7.7401, 5.8578], [0.7233, 8.5547, 4.4119]]}



# 2
{"formula": "C38H74N3O8", "method": "ωB97M-V/def2-TZVPD", "gap_ev": [8.566, 9.617], "spin_multiplicity": 4, "fmax_ev_per_a": 0.66, "s2": 3.76, "symbols": ["C", "C", "C", "C", "C", "O", "C", "C", "C", "O", "O", "O", "C", "O", "C", "C", "H", "H", "H", "H", "H", "H", "H", "H", "H", "H", "H", "H", "H", "H", "H", "H", "H", "H", "H", "H", "C", "C", "C", "C", "C", "C", "N", "O", "C", "C", "C", "H", "H", "H", "H", "H", "H", "H", "H", "H", "H", "H", "H", "H", "H", "H", "H", "H", "H", "C", "C", "C", "C", "C", "C", "N", "O", "C", "C", "C", "H", "H", "H", "H", "H", "H", "H", "H", "H", "H", "H", "H", "H", "H", "H", "H", "H", "H", "C", "C", "C", "C", "C", "C", "N", "O", "C", "C", "C", "H", "H", "H", "H", "H", "H", "H", "H", "H", "H", "H", "H", "H", "H", "H", "H", "H", "H"], "positions_angstrom": [[6.0979, -0.8969, -3.7576], [6.0918, 0.4290, -4.5070], [7.2092, 1.3770, -4.0482], [6.7547, 2.8303, -3.8842], [7.8100, 3.8588, -4.2821], [7.4602, 5.1429, -3.8200], [7.9830, 3.9366, -5.8220], [9.3410, 3.5716, -6.4215], [9.5898, 2.1127, -6.6893], [10.6216, 1.5241, -6.4986], [8.5128, 1.5000, -7.2418], [9.1018, 3.5577, -3.7339], [9.2224, 3.2476, -2.4192], [8.3581, 3.4312, -1.6049], [10.5885, 2.7015, -2.0780], [11.4453, 2.1918, -3.2286], [7.0530, -1.4124, -3.8852], [5.9465, -0.7381, -2.6889], [5.3132, -1.5610, -4.1192], [6.2035, 0.2306, -5.5752], [5.1222, 0.9085, -4.3622], [7.5991, 1.0203, -3.0917], [8.0424, 1.3321, -4.7509], [6.4430, 3.0117, -2.8573], [5.8859, 3.0165, -4.5222], [6.5613, 5.1204, -3.4817], [7.7794, 4.9744, -6.0726], [7.2174, 3.3217, -6.2938], [9.3990, 4.0419, -7.4077], [10.1715, 3.9517, -5.8355], [8.7855, 0.5898, -7.4271], [10.4263, 1.9455, -1.3107], [11.0914, 3.5350, -1.5785], [11.9508, 3.0036, -3.7471], [10.8567, 1.6581, -3.9695], [12.2046, 1.5074, -2.8542], [0.2810, 0.7727, -0.4651], [1.6750, 1.0963, -1.0250], [2.1131, 2.5175, -0.6413], [1.3989, 3.6206, -1.4182], [1.4888, 3.3830, -2.9226], [0.9727, 2.0023, -3.3415], [1.7061, 0.9769, -2.5240], [2.8586, 0.6913, -2.9932], [-0.5445, 1.9036, -3.1661], [1.2806, 1.7433, -4.8122], [2.6652, 0.0854, -0.4549], [-0.2743, 0.1208, -1.1367], [0.3699, 0.2512, 0.4870], [-0.3201, 1.6622, -0.2801], [3.1915, 2.6055, -0.8069], [1.9453, 2.6387, 0.4322], [0.3545, 3.7002, -1.1047], [1.8610, 4.5800, -1.1771], [0.9247, 4.1425, -3.4708], [2.5338, 3.4674, -3.2378], [-0.8887, 0.8887, -3.3703], [-1.0154, 2.5734, -3.8871], [-0.8937, 2.1916, -2.1797], [2.3362, 1.8768, -5.0320], [0.7029, 2.4441, -5.4175], [0.9990, 0.7275, -5.0919], [2.4166, -0.9256, -0.7801], [2.6042, 0.1257, 0.6338], [3.6856, 0.3018, -0.7586], [-5.3522, 0.3105, -1.0626], [-4.3498, -0.5392, -0.2604], [-4.9605, -1.8914, 0.1361], [-5.9801, -1.8053, 1.2693], [-5.4083, -1.0613, 2.4713], [-4.8756, 0.3292, 2.1158], [-3.8992, 0.1713, 0.9857], [-2.7220, -0.1473, 1.3666], [-6.0210, 1.2790, 1.7559], [-4.1361, 0.9355, 3.3025], [-3.1186, -0.7623, -1.1299], [-5.2236, 1.3726, -0.8588], [-5.1819, 0.1571, -2.1280], [-6.3886, 0.0449, -0.8594], [-4.1490, -2.5596, 0.4405], [-5.4147, -2.3287, -0.7577], [-6.9033, -1.3303, 0.9245], [-6.2557, -2.8149, 1.5794], [-6.1624, -0.9630, 3.2546], [-4.5929, -1.6507, 2.9001], [-5.6331, 2.2384, 1.4100], [-6.6098, 1.4560, 2.6567], [-6.6961, 0.8889, 1.0011], [-3.3557, 0.2744, 3.6688], [-4.8546, 1.1098, 4.1051], [-3.6795, 1.8878, 3.0292], [-2.6279, 0.1886, -1.3444], [-3.4275, -1.2167, -2.0732], [-2.3972, -1.4176, -0.6497], [-5.5260, -6.0264, 6.6717], [-5.4651, -4.5079, 6.4291], [-5.5788, -3.7277, 7.7471], [-6.9858, -3.7018, 8.3388], [-8.0084, -3.2309, 7.3091], [-7.9783, -4.0557, 6.0182], [-6.5645, -4.0519, 5.5097], [-6.2703, -3.0036, 4.8427], [-8.5000, -5.4737, 6.2586], [-8.8643, -3.4154, 4.9555], [-4.1329, -4.1886, 5.7569], [-6.0155, -6.5403, 5.8457], [-4.5127, -6.4191, 6.7481], [-6.0438, -6.2872, 7.5937], [-5.2492, -2.6998, 7.5687], [-4.8744, -4.1687, 8.4576], [-7.2599, -4.6853, 8.7304], [-6.9974, -3.0225, 9.1932], [-9.0206, -3.2716, 7.7199], [-7.8060, -2.1863, 7.0540], [-8.3831, -6.0834, 5.3618], [-9.5643, -5.4108, 6.4890], [-8.0198, -5.9851, 7.0865], [-8.6043, -2.3736, 4.7893], [-9.9022, -3.4703, 5.2881], [-8.7748, -3.9468, 4.0072], [-4.0651, -4.6722, 4.7815], [-3.3298, -4.5683, 6.3905], [-3.9950, -3.1201, 5.6186]]}



# 3
{"formula": "C38H75N5O9", "method": "ωB97M-V/def2-TZVPD", "gap_ev": 0.940, "total_charge": 2, "spin_multiplicity": 1, "fmax_ev_per_a": 9.54, "symbols": ["N", "O", "O", "O", "C", "C", "C", "C", "C", "C", "N", "O", "C", "C", "C", "H", "H", "H", "H", "H", "H", "H", "H", "H", "H", "H", "H", "H", "H", "H", "H", "H", "H", "C", "C", "C", "C", "C", "C", "N", "O", "C", "C", "C", "H", "H", "H", "H", "H", "H", "H", "H", "H", "H", "H", "H", "H", "H", "H", "H", "H", "H", "C", "C", "C", "C", "C", "C", "N", "O", "C", "C", "C", "H", "H", "H", "H", "H", "H", "H", "H", "H", "H", "H", "H", "H", "H", "H", "H", "H", "H", "C", "C", "C", "C", "C", "C", "N", "O", "C", "C", "C", "H", "H", "H", "H", "H", "H", "H", "H", "H", "H", "H", "H", "H", "H", "H", "H", "H", "H", "C", "C", "O", "O", "H", "H", "H"], "positions_angstrom": [[-6.8769, 16.1761, 1.6994], [-8.0625, 16.3182, 1.9124], [-6.0729, 16.6194, 2.4581], [-6.5582, 15.3807, 0.7909], [-6.1647, 10.4731, -5.3643], [-6.2125, 11.9062, -4.7029], [-6.1633, 13.1259, -5.5958], [-7.5352, 13.4769, -6.2186], [-8.6112, 13.6904, -5.1901], [-8.8713, 12.4458, -4.2472], [-7.4948, 11.9144, -3.7526], [-7.5093, 11.0609, -2.5866], [-9.6375, 11.3362, -5.0116], [-9.6933, 12.9290, -3.0391], [-5.0254, 12.0724, -3.7622], [-5.2738, 10.3473, -5.9797], [-7.0817, 10.2754, -5.9194], [-5.9794, 9.7733, -4.5494], [-5.3861, 13.0090, -6.3511], [-5.8336, 14.0166, -5.0611], [-7.8565, 12.7442, -6.9589], [-7.2945, 14.3865, -6.7688], [-9.5259, 13.8380, -5.7642], [-8.5146, 14.5992, -4.5961], [-9.6060, 10.3968, -4.4595], [-9.1565, 10.9541, -5.9120], [-10.6448, 11.6823, -5.2432], [-9.0820, 13.7484, -2.6610], [-9.8689, 12.1196, -2.3305], [-10.6974, 13.2339, -3.3340], [-4.8864, 11.3008, -3.0048], [-4.9970, 12.9296, -3.0895], [-4.1105, 12.2351, -4.3317], [-6.9889, 9.2057, 9.4188], [-7.3960, 10.1667, 8.2274], [-6.1093, 10.8766, 7.7143], [-6.2434, 11.5986, 6.4324], [-6.4874, 10.5102, 5.3901], [-7.8549, 9.7237, 5.5440], [-7.9570, 9.3672, 7.0409], [-8.8857, 8.4074, 7.3612], [-7.8348, 8.4891, 4.6315], [-9.0972, 10.6530, 5.1548], [-8.4975, 11.0982, 8.7310], [-7.6019, 8.3197, 9.5846], [-7.0599, 9.7657, 10.3512], [-6.0386, 8.6867, 9.2938], [-5.4452, 10.0160, 7.6337], [-5.7301, 11.5524, 8.4808], [-5.2970, 12.0914, 6.2093], [-6.9982, 12.3841, 6.4686], [-5.6968, 9.7612, 5.3446], [-6.5513, 11.0048, 4.4209], [-7.5273, 8.6358, 3.5961], [-8.8192, 8.0975, 4.3749], [-7.2137, 7.6972, 5.0501], [-9.5829, 10.4572, 4.1988], [-8.7761, 11.6893, 5.0492], [-9.8764, 10.6829, 5.9164], [-8.0191, 11.7121, 9.4941], [-9.3165, 10.5529, 9.2000], [-8.7869, 11.8633, 8.0106], [1.8680, 23.5776, 0.5232], [1.0957, 22.2558, 0.7104], [1.3527, 21.8000, 2.1932], [0.4086, 20.8169, 2.7980], [-0.7397, 20.4733, 1.8446], [-1.4370, 21.6403, 1.0018], [-0.4122, 22.5713, 0.5164], [-0.8410, 23.7279, -0.1955], [-2.3734, 22.5132, 1.8851], [-2.1395, 20.9300, -0.1755], [1.4229, 21.2188, -0.3296], [1.8995, 23.9174, -0.5120], [2.9171, 23.4744, 0.8002], [1.4580, 24.4152, 1.0876], [1.5268, 22.6022, 2.9103], [2.3227, 21.3058, 2.1397], [-0.0628, 21.2111, 3.6982], [0.8710, 19.8807, 3.1109], [-1.4764, 20.0295, 2.5142], [-0.2790, 19.7024, 1.2268], [-1.8812, 22.7543, 2.8272], [-3.2092, 21.8556, 2.1243], [-2.6736, 23.4408, 1.3977], [-2.5082, 21.7420, -0.8023], [-3.0572, 20.3865, 0.0492], [-1.5121, 20.2257, -0.7218], [2.3857, 21.2704, -0.8380], [0.7521, 21.3834, -1.1729], [1.4094, 20.1826, 0.0083], [-6.3142, 21.7294, 7.5008], [-7.6357, 21.3903, 8.2132], [-8.3522, 22.5921, 8.8243], [-9.0069, 23.4822, 7.8072], [-10.0462, 22.6325, 7.0745], [-9.5301, 21.3944, 6.2759], [-8.5790, 20.6570, 7.2730], [-8.2259, 19.2876, 6.9405], [-8.7573, 21.7205, 4.9971], [-10.7202, 20.5057, 5.8922], [-7.3005, 20.3675, 9.3245], [-6.2429, 22.7005, 7.0110], [-6.0439, 21.0460, 6.6959], [-5.4843, 21.5975, 8.1950], [-7.6236, 23.1613, 9.4017], [-9.0329, 22.2368, 9.5980], [-8.2622, 23.8991, 7.1291], [-9.4878, 24.3465, 8.2653], [-10.8270, 23.1977, 6.5656], [-10.6902, 22.2668, 7.8743], [-9.3160, 22.3256, 4.2831], [-8.2780, 20.8783, 4.4980], [-7.8976, 22.3470, 5.2346], [-10.4354, 19.6646, 5.2600], [-11.3718, 21.0422, 5.2025], [-11.3882, 20.2171, 6.7037], [-8.1820, 20.0527, 9.8830], [-6.6637, 20.7348, 10.1293], [-6.9039, 19.3949, 9.0334], [-8.5517, 20.8303, -2.4181], [-8.3103, 22.3187, -2.4703], [-8.1061, 23.0629, -1.4636], [-8.2837, 22.7585, -3.6660], [-7.8008, 20.1827, -2.8708], [-9.5121, 20.5646, -2.8597], [-8.6462, 20.5166, -1.3784]]}